Record 1
115
Properties=species:S:1:pos:R:3:mulliken_charge:R:1 method="wB97M-V/def2-TZVPD" e_above_lowest_ev=1.850 e_lumo_ev=1.057 charge=-1 largest_force_ev_per_a=4.67 gap_ev=8.146
O 2.88 -1.25 2.91 -0.776
C 2.12 -0.66 2.12 0.492
O 1.01 -1.03 1.50 -0.685
B 0.66 -0.01 0.47 2.446
O 1.73 1.04 0.53 0.026
C 2.57 0.66 1.41 0.181
O 3.53 1.32 1.72 -0.859
O -0.66 0.61 0.68 -1.339
C -1.37 0.35 -0.36 0.153
O -2.46 0.82 -0.58 0.284
C -0.56 -0.48 -1.37 1.257
O 0.67 -0.61 -0.86 -0.645
O -0.99 -0.97 -2.43 -1.139
C 6.65 1.53 2.97 -0.551
O 5.61 2.51 3.12 -0.560
H 6.36 0.59 3.44 0.174
H 6.71 1.19 1.94 0.229
H 7.59 1.74 3.48 0.286
H 4.80 2.14 2.76 0.623
C -4.57 -1.85 -0.61 -0.196
O -5.03 -2.31 0.61 -0.551
H -4.70 -2.66 -1.32 0.395
H -5.17 -0.98 -0.90 0.194
H -3.50 -1.64 -0.58 -0.158
H -4.25 -2.77 0.93 0.349
C 3.01 -3.98 5.30 -0.585
O 1.90 -3.58 4.58 -0.453
H 3.58 -3.10 5.59 0.270
H 2.61 -4.41 6.22 0.243
H 3.62 -4.67 4.72 0.222
H 2.18 -3.00 3.87 0.282
C 2.64 4.37 -0.27 -0.118
O 2.40 5.73 -0.68 -0.609
H 3.57 3.98 -0.67 0.139
H 2.68 4.31 0.82 0.269
H 1.81 3.76 -0.63 0.009
H 2.64 5.87 -1.60 0.297
C -0.23 -4.31 -0.55 -0.101
O -1.35 -5.14 -0.46 -0.546
H -0.11 -3.61 0.28 -0.105
H 0.70 -4.87 -0.58 0.320
H -0.27 -3.62 -1.40 0.194
H -1.31 -5.75 -1.20 0.314
C -4.53 -0.61 -4.08 0.528
O -4.57 -1.42 -4.99 -0.766
N -5.50 0.31 -3.92 -0.227
N -3.63 -0.52 -3.16 0.510
H -5.48 1.06 -3.24 0.208
H -6.36 0.22 -4.43 0.195
H -3.76 0.20 -2.46 -0.368
H -2.90 -1.22 -3.13 -0.070
C -4.61 0.82 2.63 0.571
O -5.01 0.83 3.77 -0.757
N -3.36 1.12 2.29 -0.139
N -5.32 0.65 1.57 -0.197
H -2.67 1.24 3.02 0.168
H -3.07 1.03 1.33 -0.081
H -4.77 0.50 0.73 0.023
H -6.28 0.34 1.67 0.267
C -4.80 3.30 -1.24 0.550
O -5.00 2.57 -2.21 -0.793
N -5.55 4.28 -0.87 -0.414
N -3.83 3.05 -0.44 -0.168
H -5.40 4.75 0.01 0.134
H -6.33 4.55 -1.45 0.269
H -3.25 2.23 -0.59 -0.043
H -3.86 3.51 0.46 0.299
C -2.40 -0.66 6.23 -1.441
C -1.44 0.29 5.51 0.396
C -0.70 -0.30 4.29 -0.794
O -2.20 1.45 5.12 -0.653
H -1.98 -1.63 6.48 0.387
H -3.30 -0.86 5.64 0.325
H -2.81 -0.18 7.12 0.359
H -0.68 0.55 6.26 0.335
H -1.44 -0.70 3.59 0.184
H -0.16 -1.21 4.57 0.395
H 0.02 0.34 3.78 0.116
H -3.11 1.20 4.96 0.257
C -0.03 2.64 -5.73 -1.692
C -0.29 1.90 -4.32 1.461
C -1.57 2.35 -3.58 -0.818
O -0.45 0.55 -4.67 -0.708
H -0.85 2.61 -6.45 0.407
H 0.91 2.28 -6.15 0.327
H 0.16 3.69 -5.53 0.419
H 0.63 2.10 -3.79 -0.472
H -1.37 3.42 -3.63 0.420
H -1.69 1.99 -2.56 -0.003
H -2.43 2.09 -4.19 0.167
H -0.57 0.03 -3.87 0.286
C 3.14 -3.29 -0.49 -0.682
C 3.66 -4.54 0.31 0.416
C 3.43 -4.68 1.81 -1.168
O 3.02 -5.74 -0.21 -0.630
H 3.26 -3.20 -1.57 0.430
H 3.61 -2.38 -0.13 0.300
H 2.12 -3.01 -0.20 -0.138
H 4.71 -4.71 0.07 0.241
H 2.36 -4.70 2.00 0.376
H 3.75 -3.84 2.42 0.136
H 3.86 -5.58 2.24 0.360
H 3.18 -5.82 -1.15 0.343
C 3.73 1.63 -4.67 -1.683
C 3.74 2.07 -3.29 1.017
C 3.95 0.97 -2.19 -0.834
O 4.69 3.05 -3.07 -0.612
H 3.67 2.45 -5.39 0.346
H 2.92 0.95 -4.91 0.337
H 4.62 1.06 -4.93 0.432
H 2.84 2.65 -3.08 -0.135
H 3.13 0.25 -2.28 0.130
H 4.00 1.30 -1.15 0.165
H 4.89 0.44 -2.33 0.459
H 5.57 2.66 -3.06 0.368

***

Record 2
96
Properties=species:S:1:pos:R:3:mulliken_charge:R:1 method="wB97M-V/def2-TZVPD" e_above_lowest_ev=3.873 e_lumo_ev=0.308 largest_force_ev_per_a=2.92 gap_ev=10.261 smiles=CC(C)O.CC(C)O.CC(C)O.CC(C)O.CC(C)O.CC(C)O.CC(C)O.CC(C)O
C -1.38 -1.30 -4.27 -0.920
C -0.75 -0.50 -5.45 0.372
C 0.72 -0.92 -5.76 -1.202
O -1.59 -0.69 -6.57 -0.581
H -0.85 -1.09 -3.33 0.106
H -1.36 -2.39 -4.36 0.234
H -2.42 -0.98 -4.18 0.402
H -0.93 0.54 -5.15 0.306
H 1.37 -0.58 -4.96 0.259
H 1.21 -0.62 -6.69 0.370
H 0.78 -2.01 -5.78 0.317
H -2.43 -0.26 -6.38 0.334
C 3.64 5.81 -0.15 -1.190
C 4.22 5.21 -1.49 0.323
C 3.25 4.23 -2.20 -0.881
O 4.51 6.26 -2.40 -0.537
H 2.66 6.27 -0.25 0.272
H 4.26 6.46 0.48 0.355
H 3.54 4.97 0.54 0.320
H 5.15 4.72 -1.20 0.282
H 2.96 3.47 -1.48 -0.007
H 3.75 3.71 -3.02 0.338
H 2.39 4.78 -2.58 0.376
H 3.66 6.38 -2.82 0.361
C 2.94 -1.55 4.77 -1.099
C 1.95 -0.39 4.95 1.149
C 0.70 -0.84 5.61 -1.694
O 2.37 0.67 5.78 -0.579
H 3.74 -1.29 4.08 0.281
H 2.51 -2.50 4.48 0.257
H 3.35 -1.68 5.77 0.235
H 1.60 0.04 4.01 -0.141
H 0.99 -1.32 6.55 0.532
H 0.14 -1.58 5.04 0.267
H 0.00 -0.06 5.91 0.464
H 1.98 0.51 6.64 0.383
C 0.12 -3.79 -1.73 -0.853
C -1.08 -3.97 -0.87 0.694
C -2.26 -3.10 -1.30 -0.687
O -1.52 -5.36 -0.90 -0.590
H 0.92 -4.45 -1.41 0.297
H 0.39 -2.74 -1.65 -0.026
H -0.07 -4.01 -2.78 0.385
H -0.80 -3.72 0.15 -0.058
H -3.26 -3.29 -0.90 0.421
H -2.47 -3.08 -2.37 0.343
H -2.04 -2.06 -1.06 -0.198
H -1.86 -5.52 -1.78 0.362
C 3.31 -2.61 0.48 -0.753
C 4.21 -3.76 1.04 0.260
C 3.66 -4.28 2.35 -0.981
O 4.28 -4.77 0.01 -0.606
H 3.54 -2.42 -0.57 0.442
H 3.60 -1.85 1.20 0.319
H 2.27 -2.93 0.56 -0.175
H 5.22 -3.33 1.07 0.333
H 3.95 -3.51 3.07 0.123
H 4.05 -5.24 2.67 0.416
H 2.58 -4.45 2.31 0.297
H 4.71 -4.49 -0.80 0.317
C -3.75 3.64 -0.48 -1.157
C -4.88 4.65 -0.57 0.359
C -6.27 4.24 -1.14 -1.147
O -5.20 5.23 0.64 -0.520
H -3.51 3.20 -1.44 0.357
H -3.96 2.74 0.09 0.239
H -2.86 4.09 -0.01 0.353
H -4.37 5.41 -1.15 0.264
H -6.15 3.68 -2.07 0.336
H -6.94 5.09 -1.24 0.320
H -6.79 3.63 -0.41 0.269
H -5.21 4.46 1.21 0.340
C 0.88 0.92 -1.55 -1.290
C -0.18 0.70 -0.43 1.394
C 0.65 0.47 0.89 -1.176
O -0.88 1.87 -0.28 -0.554
H 1.19 -0.03 -1.99 0.143
H 1.81 1.39 -1.25 0.122
H 0.58 1.61 -2.34 0.504
H -0.93 -0.05 -0.68 -0.372
H 0.15 0.68 1.83 0.400
H 1.53 1.12 0.92 0.554
H 0.89 -0.60 0.91 -0.130
H -1.30 1.83 0.57 0.270
C -1.63 -1.67 2.54 -0.641
C -2.88 -0.97 1.87 0.775
C -4.11 -1.05 2.72 -1.770
O -2.54 0.39 1.62 -0.233
H -2.00 -2.62 2.93 0.656
H -1.28 -1.02 3.34 0.099
H -0.84 -1.87 1.81 -0.276
H -3.17 -1.45 0.93 -0.193
H -4.16 -2.12 2.91 0.428
H -5.00 -0.59 2.28 0.396
H -4.03 -0.55 3.68 0.451
H -2.89 0.80 2.41 0.285